Entry 1:
Formula: C7H12O3
Source: the Open Molecules 2025 dataset
Level of theory: ωB97M-V/def2-TZVPD

Last column: natural (NBO) charge in e.
Positions of all 22 atoms, in Å:
C  -1.53  -0.78  -1.06  0.3233
C  1.18  0.01  1.03  -0.3292
C  2.52  -0.31  0.72  -0.3423
O  -2.09  0.37  -1.64  -0.7254
O  -2.53  -1.77  -0.99  -0.6979
H  -3.31  -1.36  -0.60  0.4724
H  -1.38  1.00  -1.79  0.4880
H  -0.74  -1.21  -1.70  0.1411
H  0.95  0.43  2.01  0.2422
H  2.92  -1.31  0.88  0.1883
H  3.16  0.37  0.18  0.1896
C  0.56  1.08  0.01  0.3184
C  -0.98  -0.51  0.31  -0.1275
C  0.09  2.29  0.38  -0.5038
C  0.11  -1.28  0.88  -0.4515
O  0.90  0.91  -1.31  -0.7240
H  1.59  0.23  -1.35  0.4816
H  -1.62  0.06  0.97  0.1988
H  -0.05  3.07  -0.35  0.2135
H  -0.22  2.47  1.40  0.2050
H  -0.06  -1.74  1.85  0.2278
H  0.52  -2.02  0.19  0.2115

Properties
Orbital gap (alpha / beta) = 6.905 / 8.654 eV
Total charge = 0
Highest occupied orbital energy (alpha / beta) = -0.27176 / -0.31478 Ha
LUMO (alpha / beta) = -0.01800 / 0.00325 Eh
Energy relative to the best compared isomer or geometry (same formula, charge and spin) = 116.9 kcal per mole


Entry 2:
Formula: C24H40I2InN7
Source: the Open Molecules 2025 dataset
Level of theory: ωB97M-V/def2-TZVPD

Last column: Mulliken charge in e.
Positions of all 74 atoms, in Å:
In  0.00  -0.30  0.36  0.7971
C  3.04  -1.24  -1.35  -1.2572
N  2.82  -0.07  -0.53  0.5073
C  2.44  1.09  -1.33  -1.0248
C  3.68  0.18  0.52  0.4186
C  4.97  -0.36  0.55  -0.4355
C  5.88  -0.02  1.53  -0.8108
C  5.54  0.93  2.50  -0.7572
C  4.26  1.38  2.58  -0.5956
C  3.25  0.93  1.68  -0.0998
N  1.94  1.09  1.91  0.0528
C  1.43  1.07  3.15  1.1894
C  2.11  0.52  4.27  -0.6155
C  1.48  0.27  5.46  -1.0471
C  0.12  0.56  5.60  -0.7686
C  -0.58  1.09  4.55  -0.5055
C  0.03  1.42  3.33  0.2830
N  -0.67  2.01  2.32  0.4675
C  -2.10  2.14  2.45  -1.1592
C  -0.10  3.16  1.64  -0.8198
H  3.85  -1.09  -2.08  0.4038
H  2.13  -1.46  -1.90  0.2377
H  3.28  -2.10  -0.72  0.4345
H  3.22  1.32  -2.06  0.4531
H  2.30  1.96  -0.70  0.2558
H  1.52  0.88  -1.86  0.2927
H  5.29  -1.00  -0.25  0.4967
H  6.88  -0.43  1.49  0.4306
H  6.30  1.30  3.18  0.4613
H  3.98  2.13  3.31  0.6736
H  3.13  0.19  4.14  0.4568
H  2.02  -0.18  6.27  0.4552
H  -0.37  0.38  6.54  0.4374
H  -1.63  1.30  4.70  0.5026
H  -2.39  2.94  3.14  0.3733
H  -2.55  1.20  2.78  0.3383
H  -2.52  2.38  1.47  0.2578
H  -0.32  4.07  2.22  0.3731
H  -0.57  3.27  0.66  0.2766
H  0.97  3.06  1.52  0.1150
I  -1.13  -2.16  3.06  0.1265
C  -2.90  -2.60  1.93  -0.8566
I  -3.43  -1.11  0.48  0.1284
H  -3.73  -2.68  2.64  0.5138
H  -2.74  -3.54  1.41  0.3845
C  -1.80  2.27  -4.20  -1.7522
C  -2.55  1.26  -3.33  1.2189
C  -3.70  1.93  -2.57  -1.6300
C  -3.10  0.14  -4.21  -1.6688
N  -1.66  0.62  -2.33  0.0581
N  -0.98  1.54  -1.47  -0.1418
H  -2.45  2.63  -4.99  0.4633
H  -0.93  1.80  -4.67  0.3720
H  -1.47  3.14  -3.63  0.4114
H  -4.46  2.26  -3.27  0.4820
H  -3.36  2.81  -2.02  0.3795
H  -4.14  1.22  -1.87  0.2492
H  -3.78  0.55  -4.94  0.4710
H  -3.63  -0.59  -3.60  0.2923
H  -2.29  -0.37  -4.74  0.4104
H  -0.94  0.09  -2.83  0.3068
H  -1.72  2.00  -0.94  0.0149
H  -0.50  2.27  -2.01  0.1670
C  -1.02  -5.71  -2.08  -0.9712
N  -1.42  -4.32  -2.04  0.0278
C  -2.39  -3.84  -3.00  -0.6996
C  -0.82  -3.48  -1.26  0.3501
N  -0.33  -2.72  -0.54  -0.4298
H  -0.59  -5.95  -3.06  0.3321
H  -1.90  -6.34  -1.92  0.3240
H  -0.28  -5.91  -1.31  0.3638
H  -2.00  -3.94  -4.01  0.3374
H  -2.63  -2.79  -2.80  0.0766
H  -3.31  -4.43  -2.92  0.3431

Properties
Orbital gap (alpha / beta) = 5.116 / 5.135 eV
Total charge = +2
Highest occupied orbital energy (alpha / beta) = -0.47680 / -0.47659 Ha
LUMO (alpha / beta) = -0.28878 / -0.28790 Eh
Energy relative to the best compared isomer or geometry (same formula, charge and spin) = 39.8 kcal per mole


Entry 3:
Formula: C5H13NS
Source: the Open Molecules 2025 dataset
Level of theory: ωB97M-V/def2-TZVPD

Last column: natural (NBO) charge in e.
Positions of all 20 atoms, in Å:
C  -0.91  -0.43  0.97  -0.2002
N  0.16  0.03  0.13  -0.6504
C  1.21  -0.89  -0.23  -0.2154
C  2.41  -0.17  -0.81  -0.5130
S  3.57  -1.46  -1.34  -0.0375
C  -2.04  0.59  1.09  -0.3981
C  -2.51  1.07  -0.28  -0.6063
H  -1.37  -1.28  0.46  0.1760
H  -0.57  -0.77  1.96  0.1647
H  0.42  0.99  0.26  0.3649
H  0.85  -1.54  -1.04  0.1788
H  1.52  -1.55  0.59  0.1754
H  2.11  0.54  -1.59  0.2139
H  2.93  0.41  -0.04  0.2080
H  4.65  -0.69  -1.44  0.1220
H  -1.74  1.41  1.73  0.1938
H  -2.89  0.06  1.51  0.2056
H  -1.72  1.60  -0.82  0.2051
H  -2.81  0.25  -0.93  0.2060
H  -3.28  1.83  -0.17  0.2068

Properties
Orbital gap = 9.405 eV
Total charge = 0
Structure (SMILES) = CCCNCCS
Highest occupied orbital energy = -0.31043 Ha
LUMO = 0.03520 Eh
Energy relative to the best compared isomer or geometry (same formula, charge and spin) = 12.1 kcal per mole